No. 1
{
  "formula": "C3H6N2O",
  "method": "ωB97M-V/def2-TZVPD",
  "symbols": ["N", "C", "O", "C", "C", "N", "H", "H", "H", "H", "H", "H"],
  "positions_angstrom": [[-1.4617, -0.0682, 1.0860], [-0.2214, -0.4943, 0.9196], [0.3424, -1.4466, 1.5697], [0.7811, 0.0567, 0.0198], [0.5149, 0.0126, -1.4509], [0.3592, 1.2582, -0.7195], [-2.0467, -0.3563, 1.8550], [-1.7067, 0.7569, 0.5484], [1.3185, -1.0775, 1.0054], [-0.4086, -0.4025, -1.8578], [1.3802, -0.1185, -2.1041], [1.1489, 1.8796, -0.8715]],
  "forces_ev_per_angstrom": [[0.2, 0.0, 0.0], [0.0, 0.3, -0.3], [0.3, 0.1, -0.2], [-0.1, 0.0, 0.1], [0.0, -0.2, -0.3], [0.0, 0.2, 0.0], [0.1, 0.0, -0.1], [0.0, -0.2, 0.1], [-0.4, -0.2, 0.4], [0.1, 0.1, 0.1], [-0.2, 0.0, 0.2], [-0.1, -0.1, 0.1]],
  "mulliken_charge": [-0.38, 0.36, -0.53, -0.34, -0.25, -0.60, 0.25, 0.26, 0.52, 0.22, 0.23, 0.25],
  "homo_energy_ha": -0.302,
  "de_lowest_kj_mol": 389.8,
  "smiles": "N/C(O)=C1/CN1",
  "total_energy_ha": -302.5446,
  "gap_ev": 9.1141,
  "fmax_ev_per_a": 0.59
}

***

No. 2
{
  "formula": "C9H20N2O",
  "method": "ωB97M-V/def2-TZVPD",
  "symbols": ["C", "C", "C", "C", "C", "N", "H", "H", "H", "H", "H", "H", "H", "H", "H", "H", "H", "C", "N", "O", "C", "C", "C", "H", "H", "H", "H", "H", "H", "H", "H", "H"],
  "positions_angstrom": [[3.4247, -0.0686, 3.7023], [2.3074, 0.6716, 2.9862], [2.5527, 2.1466, 2.7780], [0.8803, 0.2104, 3.1971], [1.5760, -0.0519, 1.8919], [1.1475, 0.7201, 0.7538], [3.6615, 0.4067, 4.6630], [4.3537, -0.0065, 3.1066], [3.1430, -1.1254, 3.8541], [3.5032, 2.2706, 2.2165], [1.7384, 2.5628, 2.1938], [2.6480, 2.6721, 3.7413], [0.6757, -0.6422, 3.8761], [0.0989, 0.9846, 3.1700], [1.8162, -1.1068, 1.7414], [0.4434, 0.1860, 0.2539], [1.9375, 0.8469, 0.1464], [-4.5521, -1.0879, -2.0235], [-3.7444, -2.0564, -1.9684], [-2.5328, -1.9787, -2.5943], [-2.0240, -0.6693, -2.8458], [-0.5305, -0.7307, -2.6503], [-2.3746, -0.2377, -4.2591], [-4.3169, -0.1138, -2.4147], [-5.5718, -1.2464, -1.6936], [-2.4903, 0.0339, -2.1266], [-0.0461, 0.2455, -2.8593], [-0.1270, -1.4770, -3.3329], [-0.2462, -0.9911, -1.6298], [-1.8820, 0.7302, -4.4590], [-2.0247, -0.9612, -4.9932], [-3.4448, -0.1365, -4.4219]],
  "forces_ev_per_angstrom": [[0.0, 0.0, -0.3], [0.0, -0.3, 0.3], [0.5, -0.1, 0.0], [-0.5, 0.1, 0.6], [-0.2, -0.3, 0.3], [-0.3, -0.4, 0.1], [-0.2, -0.2, 0.0], [-0.3, -0.2, 0.1], [0.3, 0.4, 0.0], [-0.5, 0.1, 0.3], [0.1, 0.2, 0.0], [0.0, -0.1, -0.3], [0.2, 0.7, -0.5], [0.4, -0.4, 0.1], [0.3, 0.2, -0.1], [0.1, 0.2, -0.1], [0.2, 0.1, -0.5], [-0.1, 0.3, 0.0], [-0.8, -1.1, -0.4], [0.3, 0.3, 0.8], [-0.2, 0.6, -0.1], [0.6, 0.5, 0.1], [0.2, 0.5, -0.2], [-0.1, 0.2, -0.3], [0.2, -0.2, 0.4], [0.5, -0.3, -0.2], [-0.4, -0.5, -0.1], [0.2, 0.0, 0.0], [-0.2, -0.2, 0.0], [-0.3, -0.3, -0.1], [0.2, -0.1, 0.1], [-0.1, 0.1, 0.1]],
  "mulliken_charge": [-1.39, 1.33, -1.58, -0.95, -0.18, -0.54, 0.34, 0.31, 0.35, 0.31, 0.43, 0.37, 0.26, 0.29, 0.32, 0.11, 0.24, -0.28, -0.36, -0.18, 0.52, -1.41, -1.20, 0.26, 0.30, 0.35, 0.39, 0.38, 0.24, 0.33, 0.33, 0.34],
  "homo_energy_ha": -0.338,
  "de_lowest_kj_mol": 295.5,
  "smiles": "CC1(C)C[C@H]1N.C=NOC(C)C",
  "total_energy_ha": -539.5534,
  "gap_ev": 10.0311,
  "fmax_ev_per_a": 1.39
}

***

No. 3
{
  "formula": "C5H11OP",
  "method": "ωB97M-V/def2-TZVPD",
  "symbols": ["C", "P", "C", "C", "C", "C", "O", "H", "H", "H", "H", "H", "H", "H", "H", "H", "H", "H"],
  "positions_angstrom": [[-0.6031, -0.6869, -1.6240], [0.0206, -0.3385, 0.0435], [1.3749, 0.9201, -0.0064], [-1.2660, 0.6518, 0.8620], [0.5983, -1.8097, 0.8776], [1.0898, -1.6656, 2.1521], [1.6153, -2.4585, 2.9022], [-0.7457, 0.2976, -2.0885], [-0.0795, -1.2191, -2.3350], [-1.5374, -1.2411, -1.3056], [2.3150, 0.3351, -0.4117], [1.1567, 1.7960, -0.5193], [1.4918, 1.0290, 1.0022], [-1.2598, 1.6198, 0.4577], [-2.1997, 0.0547, 0.7032], [-1.2158, 0.6782, 1.8999], [0.6779, -2.6089, 0.2402], [0.9498, -0.5728, 2.3797]],
  "forces_ev_per_angstrom": [[-2.2, 1.1, 2.3], [2.3, -0.7, 0.9], [1.2, -4.3, -2.5], [-1.2, -2.8, -1.5], [-1.7, 2.7, -1.7], [-0.1, 1.1, 0.0], [0.3, -0.4, 0.6], [-0.7, -0.2, 0.2], [1.6, -1.6, -0.9], [0.6, 0.8, -1.1], [-1.8, 1.5, 0.7], [-0.3, 1.6, -0.9], [0.8, 0.9, 2.7], [-0.4, 1.3, -0.6], [0.3, 0.9, -0.2], [0.8, 0.1, 1.9], [0.2, -2.2, -1.2], [0.3, 0.0, 1.2]],
  "mulliken_charge": [-1.14, 0.91, -1.21, -1.22, -0.51, -0.07, -0.59, 0.32, 0.41, 0.33, 0.31, 0.45, 0.42, 0.40, 0.33, 0.42, 0.39, 0.04],
  "homo_energy_ha": -0.284,
  "de_lowest_kj_mol": 191.1,
  "smiles": "CP(C)(C)=CC=O",
  "total_energy_ha": -613.6286,
  "gap_ev": 8.1465,
  "fmax_ev_per_a": 5.06
}

***

Question: Which formula does entry 3 have?
Answer: C5H11OP